Molecular formula: C34H48N7NaO11P2S
Method: DFT, the ωB97M-V functional and the def2-TZVPD basis

Geometry as XYZ:
```
104
C34H48N7NaO11P2S, DFT the ωB97M-V functional and the def2-TZVPD basis
Na 0.14 0.07 0.91
C -4.14 -0.50 3.16
C -2.81 -0.75 2.52
N -1.77 -0.03 2.75
N -1.96 0.85 3.79
C -1.30 2.00 3.76
N -1.28 2.60 5.03
S -0.51 2.84 2.50
C -2.66 -1.96 1.64
C -3.49 -3.06 1.87
C -3.30 -4.22 1.14
C -2.28 -4.25 0.19
C -1.52 -3.11 0.02
N -1.70 -1.99 0.71
H -4.31 0.57 3.25
H -4.18 -0.90 4.18
H -4.95 -0.96 2.59
H -2.01 2.24 5.63
H -1.19 3.60 4.99
H -4.25 -3.02 2.64
H -3.91 -5.09 1.33
H -2.07 -5.14 -0.38
H -0.70 -3.08 -0.68
O 1.12 -6.94 3.41
C 1.60 -6.49 2.36
O 2.27 -7.07 1.48
C 1.43 -4.96 2.14
C 0.78 -4.17 3.09
C 0.60 -2.82 2.84
N 0.97 -2.23 1.71
C 1.62 -2.98 0.82
C 1.89 -4.33 1.00
C 2.06 -2.30 -0.46
O 3.17 -2.48 -0.90
O 1.11 -1.60 -1.05
H 0.42 -4.64 3.99
H 0.07 -2.19 3.55
H 2.42 -4.90 0.26
C -5.19 0.79 -1.46
C -3.92 -0.03 -1.39
C -4.08 -1.43 -1.93
O -2.93 0.66 -2.21
P -1.53 1.07 -1.55
O -1.50 0.91 -0.09
C -0.32 0.00 -2.36
P 1.41 0.21 -1.75
O 1.75 0.65 -0.36
O 1.38 1.72 -2.52
C 2.38 2.68 -2.19
C 1.80 3.68 -1.21
C 2.84 3.32 -3.48
O 2.62 -0.34 -2.65
C 2.63 -1.03 -3.90
C 1.73 -2.25 -3.98
C 2.36 -0.05 -5.04
O -1.35 2.57 -1.99
C -1.63 3.23 -3.23
C -1.34 2.39 -4.46
C -3.05 3.76 -3.19
H -5.98 0.30 -0.90
H -5.52 0.91 -2.49
H -5.03 1.78 -1.03
H -3.54 -0.06 -0.37
H -4.44 -1.41 -2.96
H -4.81 -1.98 -1.32
H -3.14 -1.98 -1.88
H -0.35 0.18 -3.43
H -0.68 -1.01 -2.14
H 3.22 2.17 -1.71
H 1.00 4.26 -1.67
H 2.58 4.38 -0.87
H 1.39 3.16 -0.34
H 1.98 3.71 -4.04
H 3.36 2.60 -4.12
H 3.52 4.15 -3.28
H 3.66 -1.37 -3.98
H 0.67 -1.98 -3.93
H 1.94 -2.94 -3.17
H 1.91 -2.74 -4.94
H 1.34 0.33 -5.01
H 2.49 -0.57 -6.00
H 3.04 0.80 -5.00
H -0.93 4.08 -3.23
H -2.00 1.52 -4.50
H -0.30 2.08 -4.47
H -1.54 3.00 -5.35
H -3.77 2.94 -3.28
H -3.21 4.46 -4.02
H -3.23 4.28 -2.25
N 5.68 3.34 4.91
C 5.08 2.23 5.43
O 5.41 1.77 6.50
C 3.98 1.63 4.59
C 3.06 0.80 5.19
C 2.02 0.30 4.42
N 1.86 0.58 3.13
C 2.76 1.36 2.55
C 3.84 1.90 3.23
H 6.36 3.80 5.49
H 5.29 3.82 4.13
H 3.15 0.56 6.24
H 1.26 -0.34 4.86
H 2.61 1.55 1.49
H 4.55 2.51 2.68
```

Properties
orbital gap = 5.7 eV
ΔE to the lowest compared entry with this formula, charge and spin = 124.2 kJ/mol
multiplicity = 1
HOMO energy = -0.080 Ha
net charge = -2



Molecular formula: C34H49As3ClCrN5O5S
Method: DFT, the ωB97M-V functional and the def2-TZVPD basis

Geometry as XYZ:
```
99
C34H49As3ClCrN5O5S, DFT the ωB97M-V functional and the def2-TZVPD basis
Cr 0.66 1.11 0.64
N -2.19 -1.47 2.32
C -2.73 -2.03 1.15
C -3.63 -3.07 1.00
C -3.97 -3.45 -0.34
C -3.34 -2.81 -1.40
C -2.45 -1.70 -1.23
C -2.11 -1.30 0.06
N -1.25 -0.30 0.68
C -1.40 -0.42 2.00
C -0.76 0.40 3.03
C -0.67 0.14 4.41
S -0.13 1.61 5.20
C 0.09 2.35 3.68
N -0.30 1.65 2.63
H -2.43 -1.82 3.24
H -3.99 -3.65 1.83
H -4.59 -4.34 -0.51
H -3.56 -3.13 -2.41
H -2.13 -1.25 -2.16
H -0.85 -0.82 4.88
H 0.54 3.34 3.64
C 4.13 -0.93 2.47
C 3.19 0.09 1.91
N 2.04 -0.38 1.32
O 2.16 -1.69 1.11
C 3.39 1.49 1.81
C 4.64 2.11 2.25
N 2.33 2.16 1.24
O 2.23 3.43 1.49
H 3.91 -1.93 2.15
H 4.07 -0.89 3.54
H 5.24 -0.67 2.23
H 1.23 -2.19 1.00
H 5.45 1.73 1.63
H 4.90 1.83 3.26
H 4.77 3.19 2.09
C 0.20 4.90 -0.25
As -0.51 3.05 -0.38
C -2.34 3.22 0.43
C -1.29 2.95 -2.27
C -0.38 2.69 -3.42
C -0.87 1.46 -4.32
C 1.09 2.30 -2.98
As 1.43 0.87 -1.63
C 0.99 -0.85 -2.43
C 3.40 0.77 -1.99
C -0.32 3.92 -4.28
As 0.52 3.71 -6.09
C 1.84 5.12 -6.07
C -0.94 4.65 -7.10
H 1.21 4.85 0.10
H -0.36 5.47 0.50
H 0.19 5.45 -1.22
H -2.83 4.07 -0.07
H -2.21 3.36 1.49
H -2.90 2.32 0.28
H -1.91 3.84 -2.40
H -2.03 2.14 -2.06
H -1.11 0.62 -3.61
H -0.13 1.08 -5.03
H -1.78 1.68 -4.95
H 1.63 3.19 -2.64
H 1.66 1.90 -3.83
H 1.28 -0.97 -3.48
H -0.09 -1.07 -2.35
H 1.36 -1.71 -1.86
H 3.58 0.95 -3.04
H 3.71 -0.20 -1.69
H 3.94 1.50 -1.38
H 0.21 4.71 -3.70
H -1.34 4.31 -4.49
H 2.38 5.01 -7.02
H 2.55 5.12 -5.21
H 1.36 6.11 -6.08
H -1.68 3.91 -7.33
H -0.53 5.18 -8.00
H -1.40 5.40 -6.44
C -3.34 -5.37 3.82
C -1.96 -5.14 4.15
C -1.49 -4.94 5.43
C -0.19 -4.72 5.77
Cl 0.17 -4.21 7.38
C 0.73 -4.69 4.74
C 0.36 -4.94 3.41
C -1.00 -5.16 3.13
O -1.44 -5.49 1.84
C -0.57 -5.37 0.70
C -0.08 -4.00 0.21
O 0.13 -3.16 1.11
O 0.15 -3.89 -1.02
H -3.97 -4.40 3.93
H -3.78 -6.12 4.50
H -3.49 -5.69 2.75
H -2.34 -4.89 6.18
H 1.78 -4.58 4.99
H 1.08 -4.82 2.60
H -1.12 -5.84 -0.09
H 0.34 -5.93 0.92
```

Properties
orbital gap (spin up / spin down) = 6.1 / 6.0 eV
multiplicity = 4
HOMO energy (spin up / spin down) = -0.361 / -0.361 Ha
net charge = +1



Molecular formula: C34H49BrDyF3N4O5S
Method: DFT, the ωB97M-V functional and the def2-TZVPD basis

Geometry as XYZ:
```
98
C34H49BrDyF3N4O5S, DFT the ωB97M-V functional and the def2-TZVPD basis
Dy -0.19 0.16 -0.02
C -1.32 -3.96 5.74
O -1.96 -2.74 6.02
C -1.87 -1.74 5.10
C -2.46 -0.51 5.46
C -2.39 0.55 4.61
C -1.73 0.50 3.36
C -1.67 1.62 2.46
C -2.57 2.82 2.65
O -0.91 1.65 1.47
C -1.11 -0.75 2.99
O -0.49 -0.92 1.88
C -1.24 -1.85 3.88
H -1.44 -4.57 6.64
H -0.25 -3.81 5.54
H -1.78 -4.48 4.89
H -2.96 -0.43 6.41
H -2.84 1.48 4.92
H -2.96 2.94 3.65
H -3.40 2.71 1.96
H -2.01 3.71 2.36
H -0.77 -2.77 3.58
C 2.53 4.81 -6.27
C 1.67 3.55 -6.39
C 0.40 3.88 -7.19
C 2.46 2.49 -7.16
C 1.27 3.07 -4.99
C 1.62 1.83 -4.49
C 1.20 1.49 -3.22
Br 1.64 -0.23 -2.46
C 0.43 2.30 -2.37
O 0.11 1.88 -1.18
C 0.08 3.57 -2.90
C 0.50 3.91 -4.17
C -0.78 4.50 -2.05
C -0.04 4.82 -0.74
C -1.09 5.83 -2.75
C -2.11 3.81 -1.73
H 2.84 5.15 -7.25
H 3.43 4.59 -5.69
H 1.99 5.61 -5.78
H 0.67 4.19 -8.20
H -0.16 4.68 -6.73
H -0.24 3.00 -7.26
H 2.68 2.87 -8.16
H 1.88 1.58 -7.27
H 3.40 2.27 -6.67
H 2.20 1.12 -5.05
H 0.23 4.87 -4.57
H 0.92 5.29 -0.95
H 0.12 3.91 -0.17
H -0.64 5.51 -0.14
H -0.18 6.37 -2.99
H -1.69 6.44 -2.08
H -1.66 5.66 -3.66
H -1.94 2.89 -1.16
H -2.62 3.55 -2.65
H -2.74 4.47 -1.15
N 1.90 0.72 0.92
C 2.72 1.24 1.55
N 3.69 1.81 2.20
C 4.13 1.34 3.50
C 5.65 1.52 3.57
O 6.01 2.86 3.32
C 5.60 3.28 2.04
C 4.08 3.18 1.89
H 3.86 0.29 3.62
H 3.66 1.94 4.29
H 6.14 0.86 2.84
H 6.01 1.28 4.57
H 6.08 2.67 1.27
H 5.92 4.32 1.93
H 3.77 3.44 0.88
H 3.60 3.87 2.61
C -3.66 -3.79 1.04
C -2.29 -4.35 0.70
N -1.31 -3.29 0.52
C -0.38 -3.17 -0.44
S 1.13 -2.53 -0.04
N -0.57 -3.60 -1.69
C -1.83 -3.68 -2.41
C -2.03 -5.05 -3.04
H -4.37 -4.60 1.20
H -4.04 -3.16 0.24
H -3.62 -3.19 1.95
H -2.32 -4.96 -0.19
H -1.95 -4.98 1.53
H -1.05 -2.77 1.36
H 0.24 -3.46 -2.29
H -1.83 -2.91 -3.19
H -2.65 -3.45 -1.72
H -1.22 -5.25 -3.74
H -2.97 -5.07 -3.58
H -2.03 -5.83 -2.28
F -2.47 -0.32 0.18
C -2.45 0.20 -1.17
F -1.36 -0.68 -1.66
F -3.53 -0.43 -1.71
```

Properties
orbital gap (spin up / spin down) = 7.5 / 7.5 eV
ΔE to the lowest compared entry with this formula, charge and spin = 61.2 kJ/mol
multiplicity = 6
HOMO energy (spin up / spin down) = -0.262 / -0.262 Ha
net charge = 0